# 1
C2H7S2 | ωB97M-V/def2-TZVPD

Values from the calculation:
Lowest unoccupied orbital energy in Eh: 0.143
Max |F| in eV/Å: 2.1
Frontier orbital gap in eV: 6.93
Relative energy (zero: lowest compared OMol25 entry of this formula, charge and spin) in kJ/mol: 27.7
DFT total energy in eV: -23858.9282
Highest occupied orbital energy in eV: -3.0

```
! wB97M-V def2-TZVPD RIJCOSX def2/J DEFGRID3
* xyz -1 1
S -2.114 1.128 0.203
H -2.442 1.886 1.217
C 0.425 -1.207 0.298
C 0.776 -0.139 -0.729
S 1.067 1.500 0.011
H 1.197 -1.267 1.076
H -0.494 -1.036 0.772
H 0.385 -2.177 -0.204
H -0.021 -0.022 -1.440
H 1.661 -0.337 -1.294
H -0.441 1.671 0.090
*
```

# 2
C2H7S2 | ωB97M-V/def2-TZVPD

Values from the calculation:
Lowest unoccupied orbital energy in Eh: 0.125
Max |F| in eV/Å: 1.9
Frontier orbital gap in eV: 5.74
Relative energy (zero: lowest compared OMol25 entry of this formula, charge and spin) in kJ/mol: 103.9
DFT total energy in eV: -23858.1378
Highest occupied orbital energy in eV: -2.3

```
! wB97M-V def2-TZVPD RIJCOSX def2/J DEFGRID3
* xyz -1 1
C 0.533 1.853 0.180
S 2.103 1.340 1.103
H -0.252 2.265 0.884
H 0.823 2.466 -0.710
H 0.040 0.897 -0.172
H 2.511 0.507 0.162
C -1.276 -1.876 -0.219
S -0.016 -1.437 -1.530
H -0.766 -2.055 0.695
H -1.962 -1.038 0.008
H -1.739 -2.922 -0.401
*
```

# 3
C2H7S3 | ωB97M-V/def2-TZVPD

Values from the calculation:
Lowest unoccupied orbital energy in Eh: 0.127
Max |F| in eV/Å: 2.3
Frontier orbital gap in eV: 5.87
Relative energy (zero: lowest compared OMol25 entry of this formula, charge and spin) in kJ/mol: 82.6
DFT total energy in eV: -34693.9691
Highest occupied orbital energy in eV: -2.4

```
! wB97M-V def2-TZVPD RIJCOSX def2/J DEFGRID3
* xyz -1 1
C -0.642 -1.755 0.007
S -1.831 -1.506 1.334
H -0.682 -2.757 -0.457
H -1.064 -1.264 -0.878
H 0.403 -1.567 0.234
C 1.790 0.360 -1.879
S 1.513 0.676 -0.067
S -0.285 1.752 -0.193
H 2.671 0.766 -2.385
H 0.918 0.527 -2.505
H 1.969 -0.712 -1.768
H -1.620 -0.148 1.358
*
```

# 4
C2H8BN | ωB97M-V/def2-TZVPD

Values from the calculation:
Lowest unoccupied orbital energy in Eh: 0.024
Max |F| in eV/Å: 5.0
Frontier orbital gap in eV: 10.43
Relative energy (zero: lowest compared OMol25 entry of this formula, charge and spin) in kJ/mol: 260.7
DFT total energy in eV: -4368.4920
Highest occupied orbital energy in eV: -9.8

```
! wB97M-V def2-TZVPD RIJCOSX def2/J DEFGRID3
* xyz 0 1
B -1.100 0.696 -0.025
C 1.246 -0.542 -0.096
C 0.449 0.709 -0.202
N -1.801 -0.518 -0.086
H -1.822 1.617 -0.281
H 1.015 -1.341 0.655
H 1.105 -1.257 -0.899
H 2.260 -0.407 0.123
H 0.840 1.542 1.173
H 0.863 1.535 -1.001
H -2.752 -0.716 0.007
H -1.464 -1.480 -0.152
*
```

# 5
C2H8BNO | ωB97M-V/def2-TZVPD

Values from the calculation:
Lowest unoccupied orbital energy (alpha / beta) in Eh: 0.008 / -0.004
Max |F| in eV/Å: 4.0
Frontier orbital gap (alpha / beta) in eV: 9.51 / 6.64
Relative energy (zero: lowest compared OMol25 entry of this formula, charge and spin) in kJ/mol: 511.0
DFT total energy in eV: -6414.3597
Highest occupied orbital energy (alpha / beta) in eV: -9.3 / -6.8

```
! wB97M-V def2-TZVPD RIJCOSX def2/J DEFGRID3
* xyz 0 1
B -0.132 0.319 -0.289
C 3.266 0.260 0.038
C -2.183 -0.951 0.195
N -0.807 -0.880 -0.238
O -0.609 1.526 -0.061
H 2.958 0.296 1.133
H 3.601 1.260 -0.319
H 2.324 0.154 -0.677
H -2.596 -0.036 -0.180
H -2.953 -1.677 -0.270
H -2.292 -0.999 1.234
H -0.314 -1.684 -0.398
H -0.262 2.412 -0.169
*
```

# 6
C2H8Br2N4O | ωB97M-V/def2-TZVPD

Values from the calculation:
Lowest unoccupied orbital energy (alpha / beta) in Eh: -0.388 / -0.388
Max |F| in eV/Å: 6.4
Frontier orbital gap (alpha / beta) in eV: 7.65 / 7.65
Structure (SMILES): C[N@@H+](Br)N(Br)C(=O)N[NH3+]
Relative energy (zero: lowest compared OMol25 entry of this formula, charge and spin) in kJ/mol: 54.3
DFT total energy in eV: -150274.0036
Highest occupied orbital energy (alpha / beta) in eV: -18.2 / -18.2

```
! wB97M-V def2-TZVPD RIJCOSX def2/J DEFGRID3
* xyz 2 1
C -1.837 -0.237 2.495
N -0.867 0.458 1.666
Br 0.186 2.169 2.889
N -0.092 -0.394 0.788
Br 1.197 -1.590 1.650
C 0.464 0.375 -0.367
O 0.355 1.538 -0.434
N 0.922 -0.448 -1.351
N 1.743 0.086 -2.321
H -2.297 -0.955 1.954
H -1.182 -0.838 3.234
H -2.348 0.578 3.131
H -1.368 1.170 1.053
H 0.498 -1.402 -1.482
H 1.331 0.820 -2.860
H 1.944 -0.650 -2.989
H 2.627 0.455 -2.019
*
```

What did the fourth record say?
C2H8BN | ωB97M-V/def2-TZVPD

Values from the calculation:
Lowest unoccupied orbital energy in Eh: 0.024
Max |F| in eV/Å: 5.0
Frontier orbital gap in eV: 10.43
Relative energy (zero: lowest compared OMol25 entry of this formula, charge and spin) in kJ/mol: 260.7
DFT total energy in eV: -4368.4920
Highest occupied orbital energy in eV: -9.8

```
! wB97M-V def2-TZVPD RIJCOSX def2/J DEFGRID3
* xyz 0 1
B -1.100 0.696 -0.025
C 1.246 -0.542 -0.096
C 0.449 0.709 -0.202
N -1.801 -0.518 -0.086
H -1.822 1.617 -0.281
H 1.015 -1.341 0.655
H 1.105 -1.257 -0.899
H 2.260 -0.407 0.123
H 0.840 1.542 1.173
H 0.863 1.535 -1.001
H -2.752 -0.716 0.007
H -1.464 -1.480 -0.152
*
```